# 1
Below is an isolated molecule of C3HClNP, with properties calculated with ωB97M-V with the def2-TZVPD basis set.

Spin multiplicity = 3
Kohn-Sham gap (alpha / beta) = 6.28 / 6.86 eV
LUMO energy (alpha / beta) = -0.01995 / -0.13458 Eh
Highest occupied orbital energy (alpha / beta) = -6.82 / -10.52 eV

Each line ends with the Löwdin charge.
Cartesian coordinates (Å):
C: 0.39992 -1.71870 -0.01558  -0.2749
C: 0.55310 0.82045 0.16703  -0.3778
C: 0.07296 -0.43109 0.15586  -0.3521
N: 0.91708 -2.72993 -0.15798  0.1654
P: -1.05845 1.09508 0.85895  0.6285
Cl: -2.19726 1.80789 -0.62605  0.1859
H: 1.31265 1.15630 -0.38223  0.0250

---

# 2
Below is a cluster of 2 separate species, C3H6IO2P in total, with properties calculated with ωB97M-V with the def2-TZVPD basis set.

Kohn-Sham gap (alpha / beta) = 7.35 / 7.50 eV
LUMO energy (alpha / beta) = -0.00521 / -0.01795 Eh
Highest occupied orbital energy (alpha / beta) = -7.49 / -7.99 eV
Energy relative to the best compared isomer or geometry (same formula, charge and spin) = 63.2 kcal/mol

Each line ends with the Löwdin charge.
Cartesian coordinates (Å):
C: 0.67911 0.54614 -1.23319  -0.2623
C: -1.98310 -0.51831 1.41554  -0.1908
C: 1.85276 0.36539 -2.19453  -0.0313
O: -0.47107 0.42702 -1.49727  0.0402
O: -1.26801 0.57546 1.89660  -0.6519
P: 0.31121 1.05413 1.77466  0.4205
I: 1.34712 -0.86305 2.75831  0.2833
H: -1.63010 -1.46288 1.92646  0.0758
H: -2.01865 -0.49887 0.43598  0.0040
H: -3.07891 -0.41331 1.67084  0.1085
H: 1.66166 0.81524 -3.11766  0.0655
H: 1.82900 -0.70948 -2.00362  0.0946
H: 2.76899 0.68253 -1.83211  0.0439

---

# 3
Below is a structure of composition CH3AgBF4NP, with properties calculated with ωB97M-V with the def2-TZVPD basis set.

Spin multiplicity = 2
Kohn-Sham gap (alpha / beta) = 8.80 / 7.96 eV
Charge = +2
LUMO energy (alpha / beta) = -0.44164 / -0.47466 Eh
Highest occupied orbital energy (alpha / beta) = -20.81 / -20.88 eV

Each line ends with the Löwdin charge.
Cartesian coordinates (Å):
N: 1.97264 1.23545 -0.02362  -0.0082
P: 1.06480 -0.05489 -0.42846  1.0126
B: -0.65862 0.03016 0.40885  -0.1264
F: -0.70646 -0.14568 1.91345  0.0649
C: -2.10145 0.29409 -0.32834  -0.1920
F: -2.40506 1.76599 -0.33662  0.0599
F: -2.24360 -0.30115 -1.67733  0.0479
F: -3.15013 -0.34343 0.55355  0.0515
H: 2.84225 0.92229 0.50302  0.0915
H: 0.99256 -0.11399 -1.87120  0.1146
H: 1.74322 -1.26371 0.01183  -0.0646
Ag: 2.64987 -2.02513 1.27487  0.9483

---

# 4
Below is an isolated molecule of C7H10ClNO3S, with properties calculated with ωB97M-V with the def2-TZVPD basis set.

SMILES string = CC(C)(C)N1C(=O)C=C(Cl)S1(=O)=O
Kohn-Sham gap = 9.88 eV
LUMO energy = -0.02440 Eh
Highest occupied orbital energy = -10.55 eV
Energy relative to the best compared isomer or geometry (same formula, charge and spin) = 1.3 kcal/mol

Each line ends with the Löwdin charge.
Cartesian coordinates (Å):
O: 1.01982 -0.33281 -2.23082  0.1181
O: -2.01141 -1.58014 0.83933  -0.3048
O: -2.80107 0.66481 0.27630  -0.2958
Cl: -3.90503 -1.60359 -2.27294  0.6995
C: -0.04175 -0.35292 -1.67192  -0.5007
C: -1.18172 -0.83569 -2.47979  -0.0138
C: -2.34609 -0.97065 -1.76217  -0.6649
N: -0.29058 0.08037 -0.37862  -0.0448
C: 1.51231 1.64350 0.21937  -0.0155
C: 1.62901 -0.81205 0.75830  -0.0324
C: 0.08622 0.62911 1.97931  -0.0538
C: 0.70780 0.37983 0.62954  -0.5997
S: -1.91796 -0.43706 -0.10096  0.7393
H: -1.09274 -1.01048 -3.55956  0.1394
H: 2.27252 1.87165 0.99504  0.0987
H: 0.87584 2.50766 0.07158  0.0866
H: 2.07650 1.48472 -0.70177  0.0789
H: 2.33510 -0.75215 1.61386  0.1080
H: 0.99645 -1.70089 0.87455  0.0976
H: 2.19568 -0.96253 -0.14467  0.0741
H: -0.67317 1.41132 1.93955  0.0903
H: 0.87545 0.97437 2.66641  0.0978
H: -0.32117 -0.29636 2.44007  0.0978

---

Calculated values (hartree/bohr) of max |F| for the records, taken in order: 0.088, 0.107, 0.131, 0.104.